P.
DFT (ωB97M-V/def2-TZVPD) results for an isolated molecule of C4H7NO3.

Geometry (Å):
1 C 0.402 1.704 0.037
2 N 1.482 1.158 0.289
3 O 1.750 0.180 -0.700
4 C 1.457 -1.007 -0.148
5 O 0.087 -1.412 -0.574
6 C -0.817 -0.911 0.348
7 C -1.512 0.275 -0.334
8 O -0.455 1.171 -0.879
9 H 0.116 2.472 0.607
10 H 1.767 -1.022 0.976
11 H 2.049 -1.697 -0.768
12 H -1.709 -1.528 0.746
13 H -0.314 -0.567 1.222
14 H -2.182 0.939 0.429
15 H -2.121 0.244 -1.252

Computed properties:
* E_LUMO: 0.97 eV
* multiplicity: 1
* structure (SMILES): C1=N\OCOCCO/1
* total charge: 0
* frontier orbital gap: 10.9 eV

---

Q.
DFT (ωB97M-V/def2-TZVPD) results for an isolated molecule of C4H7NO3.

Geometry (Å):
1 N 1.311 -1.616 1.777
2 C 0.796 -1.145 0.574
3 O 0.066 -1.831 -0.103
4 C 1.260 0.273 0.250
5 C 0.422 0.666 -1.034
6 C -0.928 1.111 -0.550
7 O -1.229 1.504 0.546
8 O -1.798 0.968 -1.555
9 H 1.138 -2.307 2.489
10 H 1.672 -0.747 2.204
11 H 0.979 1.061 0.931
12 H 2.312 0.355 0.020
13 H 1.074 1.346 -1.563
14 H 0.309 -0.176 -1.707
15 H -2.709 1.263 -1.388

Computed properties:
* E_LUMO: 0.81 eV
* multiplicity: 1
* structure (SMILES): NC(=O)CCC(=O)O
* total charge: 0
* frontier orbital gap: 10.9 eV

---

R.
DFT (ωB97M-V/def2-TZVPD) results for an isolated molecule of C4H7NO3.

Geometry (Å):
1 C 0.613 2.485 -0.135
2 O 0.675 1.065 -0.053
3 C -0.461 0.373 -0.212
4 O -1.524 0.849 -0.546
5 C -0.245 -1.099 0.065
6 C 0.271 -1.946 -1.054
7 N -0.492 -1.626 1.179
8 O -0.943 -0.790 2.188
9 H -0.337 2.820 -0.556
10 H 0.708 2.864 0.885
11 H 1.465 2.807 -0.747
12 H 0.179 -2.995 -0.794
13 H -0.254 -1.746 -2.001
14 H 1.336 -1.694 -1.192
15 H -0.991 -1.366 2.971

Computed properties:
* E_LUMO: 0.89 eV
* multiplicity: 1
* structure (SMILES): COC(=O)/C(C)=N\O
* total charge: 0
* frontier orbital gap: 10.8 eV

---

S.
DFT (ωB97M-V/def2-TZVPD) results for a structure of composition C4H7NO3.

Geometry (Å):
1 C -0.247 -0.015 0.180
2 C 0.814 -0.509 -0.810
3 C -0.708 1.439 0.085
4 C -1.713 -0.328 -0.200
5 H 1.065 -0.467 1.698
6 H -0.230 -1.409 1.601
7 H 0.917 -1.592 -0.647
8 H 0.626 -0.294 -1.904
9 H 2.781 -0.188 -0.892
10 H -0.632 1.941 1.086
11 H -0.301 2.066 -0.722
12 N 0.043 -0.456 1.532
13 O 2.026 0.114 -0.355
14 O -2.066 0.988 -0.241
15 O -2.374 -1.289 -0.411

Computed properties:
* E_LUMO: 0.50 eV
* multiplicity: 1
* total charge: 0
* frontier orbital gap: 10.6 eV

---

Order of stability, best first: Q, S, R, P

---

P.
DFT (ωB97M-V/def2-TZVPD) results for an isolated molecule of C4H7NO3.

Geometry (Å):
1 C -2.564 0.479 -0.173
2 O -1.447 0.319 0.685
3 C -0.320 0.096 0.010
4 N -0.353 -0.087 -1.250
5 O 0.932 -0.374 -1.702
6 C 0.919 -0.189 0.743
7 C 2.082 0.779 0.805
8 O 0.781 -1.324 1.230
9 H -3.437 0.731 0.430
10 H -2.744 -0.477 -0.743
11 H -2.354 1.325 -0.907
12 H 0.901 0.015 -2.594
13 H 2.836 0.388 1.515
14 H 2.659 0.966 -0.133
15 H 1.770 1.698 1.168

Computed properties:
* E_LUMO: 0.81 eV
* multiplicity: 1
* structure (SMILES): CO/C(=N/O)C(C)=O
* total charge: 0
* frontier orbital gap: 10.1 eV

---

Q.
DFT (ωB97M-V/def2-TZVPD) results for a structure of composition C4H7NO3.

Geometry (Å):
1 C -1.502 0.653 -0.271
2 C -0.493 -0.542 -0.513
3 N -0.066 -0.765 -1.827
4 C 1.081 -0.128 -0.349
5 C 1.316 0.225 1.196
6 O 2.246 -0.323 1.725
7 O 0.563 1.195 1.727
8 O -0.775 -1.312 0.483
9 H -1.625 1.286 -1.173
10 H -2.452 0.217 -0.039
11 H -1.213 1.268 0.549
12 H -0.529 -1.570 -2.288
13 H 1.701 -1.025 -0.294
14 H 1.505 0.736 -0.856
15 H 0.242 0.086 1.930

Computed properties:
* E_LUMO: -2.71 eV
* multiplicity: 1
* total charge: 0
* frontier orbital gap: 7.2 eV

---

Order of stability, best first: P, Q

---

P.
DFT (ωB97M-V/def2-TZVPD) results for an isolated molecule of C4H7NO3.

Geometry (Å):
1 C 1.059 0.178 -0.809
2 C 0.138 1.333 -0.618
3 C -0.827 1.247 0.681
4 C 1.871 -1.842 0.136
5 N -2.494 -0.057 -0.318
6 O -3.206 -0.992 -0.244
7 O -1.578 0.023 0.712
8 O 1.215 -0.573 0.244
9 H 0.336 2.386 -0.595
10 H -0.588 1.275 -1.414
11 H -0.294 1.362 1.629
12 H -1.683 1.971 0.520
13 H 2.576 -1.886 -0.695
14 H 1.119 -2.501 -0.228
15 H 2.357 -1.925 0.998

Computed properties:
* E_LUMO: 0.39 eV
* multiplicity: 1
* total charge: 0
* frontier orbital gap: 8.6 eV

---

Q.
DFT (ωB97M-V/def2-TZVPD) results for an isolated molecule of C4H7NO3.

Geometry (Å):
1 C -0.931 1.872 -0.514
2 C -0.965 0.814 0.549
3 C 0.343 0.281 0.942
4 O 0.875 0.786 1.891
5 N 1.160 -0.659 0.247
6 C 0.671 -1.759 -0.397
7 O -0.433 -1.869 -0.779
8 O 1.577 -2.811 -0.293
9 H -0.821 2.890 -0.187
10 H -0.112 1.768 -1.209
11 H -1.669 1.688 -1.356
12 H -1.497 1.156 1.347
13 H -1.733 -0.028 0.314
14 H 2.194 -0.717 0.572
15 H 1.341 -3.413 -1.126

Computed properties:
* E_LUMO: 0.52 eV
* multiplicity: 1
* structure (SMILES): CCC(=O)NC(=O)O
* total charge: 0
* frontier orbital gap: 10.7 eV

---

Order of stability, best first: Q, P